Below is a molecular structure, C27H61ClNNbO13P3S in a non-equilibrium geometry, with properties calculated with ωB97M-V/def2-TZVPD.

Structure (XYZ):
```
108
Properties=species:S:1:pos:R:3:forces:R:3
C 0.910866 -2.348523 5.554060 0.56 -0.23 -0.43
N 1.054147 -1.292234 4.486080 -0.84 -1.07 1.09
C -0.344194 -0.773248 4.241301 0.33 -1.11 -0.24
Nb -0.684395 1.362784 5.018291 -3.37 -2.38 -0.60
C -2.170734 0.526824 6.551165 1.22 -0.52 1.18
O -3.227335 1.501507 6.802923 -2.04 -0.93 -2.07
C -4.279602 1.452053 5.869197 -3.27 1.14 -1.96
C -5.107156 2.781321 5.690259 -1.34 -2.21 -2.13
C -6.294923 2.847194 4.697125 1.25 -3.20 0.05
C -6.771653 1.603768 3.855095 3.80 -0.59 2.91
C -5.963009 0.285882 4.063395 0.50 3.58 1.62
C -4.745435 0.240597 5.032875 -1.38 2.00 -0.12
P 1.091351 2.217120 3.326761 0.59 0.88 -0.10
S 1.451637 0.908660 1.880018 0.00 -0.20 -0.57
P -1.163870 3.772172 5.705314 1.56 0.57 1.51
O 0.174954 4.755341 5.282154 -0.74 -0.85 0.74
O -1.526627 3.969249 7.371364 0.60 -0.78 -1.09
P 1.198877 1.066597 6.741324 1.81 0.11 -1.60
O 2.743481 0.795241 5.991173 -0.69 1.63 1.55
Cl 1.518932 2.861692 7.874615 0.27 -0.55 -0.33
H 0.278126 -1.922114 6.416104 0.94 -0.76 -1.33
H 0.398756 -3.250674 5.043384 0.53 0.98 1.32
H 1.936662 -2.662088 5.980298 -1.54 0.44 -0.70
H 1.452642 -1.727287 3.639531 -0.46 0.37 0.62
H -0.544638 -0.854647 3.104607 0.10 0.74 1.73
H -1.114518 -1.495720 4.729784 0.97 1.00 -0.73
H -2.000443 1.538158 3.749578 0.88 0.34 -0.55
H -1.567854 0.460901 7.542970 -1.18 0.05 -1.33
H -2.523270 -0.538737 6.343814 0.14 1.47 0.34
H -4.862342 3.748677 6.258043 -0.15 -1.87 -0.88
H -6.897386 3.806097 4.525860 1.23 -1.44 0.54
H -7.643935 1.657442 3.125621 1.41 -0.03 1.21
H -6.280553 -0.649129 3.492650 0.69 1.43 0.98
H -4.209615 -0.757370 5.146287 -0.80 1.62 -0.25
H 2.388085 2.433110 3.954617 -0.80 0.47 -0.27
H 0.728195 3.512859 2.770255 0.59 -0.57 0.37
H 1.034853 4.314250 5.459589 -0.80 0.26 0.14
H -1.366449 3.091026 7.799747 -0.10 1.19 -0.41
H 3.226920 1.656347 6.079860 -0.40 -1.04 -0.25
C -1.202474 2.912972 -5.480429 -0.31 -0.15 0.28
O -0.891507 2.351445 -4.217491 0.43 0.25 -0.52
C 0.454701 1.914674 -4.083139 -0.04 0.13 0.33
C 1.200381 2.585151 -2.924390 0.07 -0.17 0.20
O 1.353314 4.001163 -2.964822 -0.22 -0.05 -0.12
C 0.179638 4.807081 -2.907216 -0.06 0.16 -0.04
C -0.708039 4.686228 -1.663980 -0.34 -0.44 -0.57
O -1.294320 3.396423 -1.530055 0.59 0.44 0.21
C -1.045811 2.767794 -0.279462 -0.32 -0.25 -0.06
H -1.729607 2.170771 -6.087645 0.05 0.04 -0.19
H -1.871987 3.762270 -5.322573 -0.02 -0.04 0.00
H -0.318744 3.270739 -6.016832 0.01 -0.05 0.05
H 1.019812 2.050250 -5.015066 -0.15 0.12 0.04
H 0.416867 0.838973 -3.878801 0.23 -0.03 0.08
H 2.219346 2.185094 -2.936575 0.00 0.11 -0.11
H 0.795844 2.283267 -1.961107 -0.27 -0.06 -0.05
H -0.400844 4.686946 -3.823272 -0.19 -0.17 0.13
H 0.540237 5.841619 -2.933101 0.11 -0.09 0.11
H -1.542163 5.390978 -1.775608 0.20 0.25 -0.06
H -0.145565 4.973440 -0.777555 0.13 -0.11 0.17
H -0.144867 3.141680 0.215054 -0.04 -0.03 -0.06
H -0.909844 1.699976 -0.460514 0.01 0.04 0.06
H -1.913563 2.894283 0.374424 0.12 0.03 0.15
C -4.287034 -2.810774 -9.430966 -0.17 0.31 0.23
O -4.089137 -2.741424 -8.029800 0.26 -0.51 -0.41
C -3.737257 -3.975940 -7.420648 0.16 0.24 0.17
C -2.402073 -3.926145 -6.670033 0.00 -0.06 0.18
O -1.229834 -3.624113 -7.420595 -0.19 0.13 -0.03
C -1.134238 -2.340791 -8.032749 0.07 0.11 -0.18
C -1.169979 -1.109872 -7.120458 -0.67 -0.10 -0.35
O -2.414094 -0.961211 -6.443407 0.69 -0.30 0.20
C -2.301985 -0.858591 -5.031396 -0.42 0.24 -0.04
H -5.359170 -2.843372 -9.644506 0.01 -0.10 -0.15
H -3.876881 -1.903024 -9.880548 -0.04 0.00 0.02
H -3.791554 -3.671701 -9.889049 -0.01 0.00 0.07
H -3.722268 -4.797756 -8.148675 0.05 0.18 -0.04
H -4.522939 -4.201349 -6.691408 0.12 -0.18 0.12
H -2.234306 -4.929742 -6.265804 0.04 -0.03 -0.17
H -2.459185 -3.281226 -5.796022 -0.21 0.22 -0.07
H -1.862805 -2.258112 -8.840468 -0.16 0.16 0.17
H -0.157489 -2.331606 -8.529192 0.02 -0.08 0.16
H -1.057650 -0.219510 -7.752138 0.26 -0.13 -0.12
H -0.329636 -1.136079 -6.429105 0.05 -0.06 0.22
H -1.383061 -1.307068 -4.642041 0.01 0.05 -0.09
H -3.148336 -1.387207 -4.586966 -0.01 0.02 -0.01
H -2.362435 0.191956 -4.734304 0.18 -0.06 0.17
C 4.616196 -1.239145 3.725993 0.11 -0.14 0.24
O 4.606415 -2.415264 2.929099 -0.19 0.37 -0.29
C 3.573941 -2.455098 1.955154 0.23 -0.01 -0.05
C 4.094352 -2.612940 0.522386 -0.18 -0.11 -0.02
O 4.944658 -1.591825 0.009071 0.21 -0.18 0.12
C 6.208663 -1.391312 0.633333 0.00 0.18 0.11
C 7.199378 -2.561102 0.634401 -0.34 0.21 0.66
O 6.735363 -3.678469 1.387776 0.05 -0.08 -0.81
C 6.715837 -4.899077 0.668850 -0.04 0.05 0.48
H 4.160379 -1.454152 4.695751 -0.11 0.23 -0.02
H 5.656921 -0.947939 3.894401 0.03 -0.07 0.01
H 4.099114 -0.399539 3.252627 -0.10 -0.11 0.03
H 2.924474 -1.573280 2.018843 0.20 0.05 -0.02
H 2.957429 -3.331719 2.186217 -0.13 -0.07 -0.23
H 3.215458 -2.610654 -0.130512 0.01 0.20 0.04
H 4.551667 -3.588427 0.368500 0.14 -0.10 0.24
H 6.068389 -0.988391 1.637168 0.06 -0.27 0.10
H 6.683622 -0.582710 0.066355 -0.07 -0.11 -0.11
H 8.119557 -2.222210 1.126980 0.00 0.23 -0.19
H 7.450497 -2.835083 -0.388929 -0.07 -0.17 -0.17
H 6.652871 -4.755585 -0.414066 0.05 0.05 0.04
H 5.834878 -5.462137 0.985093 0.03 -0.02 0.03
H 7.603928 -5.487602 0.918800 0.04 -0.07 -0.18
```
Forces are in eV/Å.

Summary:
Highest occupied orbital energy (eV): -4.54
LUMO level (eV): 0.9
Kohn-Sham gap (eV): 5.45
Net charge: -1
Maximum force (eV/A): 4.82

=====

Below is C4H5NO2 in the gas phase in a non-equilibrium geometry, with properties calculated with ωB97M-V/def2-TZVPD.

Structure (XYZ):
```
12
Properties=species:S:1:pos:R:3:forces:R:3
O 0.218930 -0.685251 -2.120787 0.43 0.57 2.96
C 0.205079 -0.335084 -0.933831 -0.57 0.25 -1.68
N 0.830183 -1.038031 0.166063 -0.46 1.13 -1.93
O 0.169235 -0.711942 1.362579 -1.56 0.37 -0.78
C -0.750737 0.382887 1.009382 -1.05 -0.87 4.26
C 0.014802 1.584289 0.777494 -1.17 1.59 -2.00
C -0.663700 0.844330 -0.385583 1.18 -2.63 -1.14
H 0.674903 -2.007650 -0.026127 0.17 -0.83 0.17
H -1.616658 0.405101 1.788878 1.46 -0.12 -1.91
H -0.483880 2.531778 0.964809 0.56 -0.02 0.21
H 1.038288 1.502845 0.535372 1.24 0.42 1.00
H -1.361923 1.153145 -1.164477 -0.22 0.13 0.85
```
Forces are in eV/Å.

Summary:
Highest occupied orbital energy (eV): -9.51
LUMO level (eV): 0.9
Kohn-Sham gap (eV): 10.37
Maximum force (eV/A): 4.48
ΔE to the lowest compared entry with this formula, charge and spin (kcal per mole): 86.1

=====

Below is 3 unconnected molecules or ions with the total composition C3H8IN4O in a non-equilibrium geometry, with properties calculated with ωB97M-V/def2-TZVPD.

Structure (XYZ):
```
17
Properties=species:S:1:pos:R:3:forces:R:3
C 0.652115 -1.390418 0.329897 -3.08 -0.53 -1.66
C 0.688359 0.659864 -0.619602 -0.49 -1.01 -0.85
C 0.207771 1.406213 0.395802 1.13 -2.02 0.06
N 0.143457 1.077633 1.708631 -1.01 4.84 -1.05
N -0.915686 -3.121111 0.056598 -2.88 -3.64 -1.29
N -0.120275 -2.284985 0.260000 3.15 1.81 -0.51
N 1.515301 0.624814 -1.612111 2.35 4.10 3.16
O -0.404405 2.509003 0.136413 -1.18 2.89 0.19
I -3.083627 0.035521 -0.437734 0.06 4.48 -1.60
H 1.449625 -1.007928 0.768166 3.41 0.60 2.25
H 0.327937 0.256371 2.127106 0.89 -3.18 1.24
H 0.015699 1.914122 2.306805 -0.18 -1.15 -0.47
H -3.128426 -1.325454 0.048202 -0.14 -4.53 1.60
H -0.727140 -3.828722 -0.734169 0.03 1.54 1.48
H 1.341246 0.169395 -2.438956 -0.54 -1.41 -2.29
H -0.329221 2.984095 -0.705990 0.36 -0.70 0.06
H 2.367269 1.321587 -1.589052 -1.88 -2.10 -0.33
```
Forces are in eV/Å.

Summary:
Highest occupied orbital energy (eV): -12.04
LUMO level (eV): -4.3
Kohn-Sham gap (eV): 7.78
Net charge: +1
Maximum force (eV/A): 5.69
ΔE to the lowest compared entry with this formula, charge and spin (kcal per mole): 90.7

=====

Look up the highest occupied orbital energy of the third one. -12.04 eV